Here is a molecular structure, C56H61IN6O2SeTa from the OMol25 dataset. Energies are from ωB97M-V/def2-TZVPD.

Geometry (Å):
Ta  0.182  0.480  -0.267
C  -3.460  -3.098  -4.286
C  -2.397  -2.224  -4.943
C  -1.595  -1.257  -4.106
C  -0.747  -0.339  -4.636
C  -0.367  -0.157  -6.072
C  0.995  -0.786  -6.387
C  -0.208  0.409  -3.539
N  -0.712  -0.015  -2.340
C  -1.505  -1.094  -2.673
C  -2.014  -1.967  -1.741
C  -2.001  -1.778  -0.383
C  -2.668  -2.632  0.544
C  -3.281  -3.955  0.204
C  -4.652  -3.823  -0.469
C  -2.714  -1.963  1.735
C  -2.084  -0.702  1.520
C  -2.185  0.384  2.359
C  -1.663  1.619  2.097
N  -0.927  1.932  0.968
C  -0.509  3.229  1.198
C  0.220  3.995  0.323
C  0.591  3.597  -0.935
N  0.451  2.319  -1.438
C  0.871  2.426  -2.757
C  0.639  1.486  -3.716
C  1.363  3.747  -3.037
C  1.171  4.480  -1.909
C  1.360  5.952  -1.716
C  0.043  6.730  -1.783
C  1.881  4.200  -4.365
C  0.764  4.538  -5.358
C  -0.986  3.720  2.461
C  -1.726  2.724  3.012
C  -2.423  2.721  4.337
C  -1.442  2.619  5.511
C  -0.752  5.101  2.988
C  -1.857  6.072  2.562
N  -1.537  -0.633  0.246
C  -3.312  -2.421  3.031
C  -4.840  -2.352  3.062
H  -4.060  -3.575  -5.060
H  -4.138  -2.515  -3.661
H  -3.028  -3.901  -3.686
H  -2.884  -1.628  -5.719
H  -1.693  -2.870  -5.478
H  -0.356  0.905  -6.329
H  -1.128  -0.615  -6.705
H  1.780  -0.374  -5.751
H  1.274  -0.614  -7.425
H  0.969  -1.864  -6.218
H  -2.501  -2.860  -2.092
H  -3.381  -4.538  1.121
H  -2.603  -4.514  -0.446
H  -5.357  -3.298  0.175
H  -5.065  -4.805  -0.696
H  -4.584  -3.262  -1.402
H  -2.743  0.251  3.275
H  0.452  5.009  0.612
H  1.016  1.677  -4.711
H  2.035  6.325  -2.488
H  1.857  6.140  -0.761
H  -0.451  6.569  -2.742
H  0.219  7.798  -1.667
H  -0.648  6.413  -1.001
H  2.540  3.434  -4.782
H  2.503  5.084  -4.216
H  0.129  3.674  -5.558
H  1.180  4.879  -6.305
H  0.127  5.330  -4.964
H  -3.121  1.886  4.391
H  -3.034  3.622  4.424
H  -0.713  1.827  5.334
H  -1.975  2.395  6.435
H  -0.894  3.547  5.665
H  0.216  5.470  2.648
H  -0.692  5.063  4.076
H  -1.956  6.099  1.475
H  -1.643  7.083  2.909
H  -2.821  5.772  2.972
H  -2.902  -1.827  3.850
H  -2.983  -3.447  3.215
H  -5.196  -1.364  2.769
H  -5.216  -2.564  4.063
H  -5.280  -3.080  2.382
C  0.872  -3.048  -3.065
C  0.757  -3.387  -1.615
N  0.416  -4.644  -1.314
C  0.546  -5.077  -0.068
C  1.249  -4.372  0.903
C  1.617  -5.019  2.212
O  2.709  -5.924  2.103
C  1.636  -3.074  0.575
C  2.800  -2.428  1.225
N  3.304  -1.404  0.681
C  4.476  -0.775  1.102
C  5.468  -1.348  1.897
C  6.605  -0.633  2.235
C  6.772  0.671  1.789
C  5.804  1.260  0.987
C  4.681  0.526  0.647
I  3.276  1.434  -0.599
C  1.127  -2.506  -0.600
O  1.060  -1.148  -0.734
H  1.033  -1.988  -3.233
H  1.737  -3.592  -3.454
H  0.003  -3.388  -3.621
H  0.166  -6.071  0.144
H  0.776  -5.624  2.553
H  1.799  -4.262  2.980
H  3.467  -5.460  1.731
H  3.235  -2.937  2.086
H  5.357  -2.372  2.234
H  7.368  -1.097  2.844
H  7.656  1.232  2.060
H  5.927  2.274  0.635
Se  1.359  0.543  2.223
C  1.344  -0.913  3.477
C  0.189  -1.504  3.978
C  0.265  -2.488  4.954
C  1.494  -2.880  5.466
C  2.647  -2.259  5.009
C  2.572  -1.282  4.024
H  -0.773  -1.178  3.622
H  -0.645  -2.935  5.334
H  1.551  -3.645  6.228
H  3.610  -2.527  5.426
H  3.469  -0.769  3.707

Maximum force (Eh/bohr): 0.012
LUMO (eV): -3.80
Frontier orbital gap (eV): 5.7125
Molecular weight (g/mol): 1237.0
Energy above the lowest of the compared OMol25 structures with the same formula, charge and spin (eV): 2.611
E (eV): -147094.7416
Total charge: +1